This record from the Open Molecules 2025 dataset describes a molecular structure, C45H50MgN4S2 at a distorted geometry. The level of theory is the ωB97M-V functional and the def2-TZVPD basis.

The value obtained for the max |F| is 1.97 eV/A. Its net charge is -2. The value obtained for the HOMO energy is -1.31 eV. For the energy relative to the best compared isomer or geometry (same formula, charge and spin), the calculation gives 18.5 kcal/mol. The total energy comes out at -80555.28111 eV. The calculation puts the HOMO-LUMO gap at 5.836 eV. The LUMO energy comes out at 4.53 eV.

XYZ file:
```
102
Properties=species:S:1:pos:R:3:forces:R:3
Mg 0.304040 0.340201 0.069252 -0.30 0.47 0.52
N -0.190561 0.947614 2.258719 0.45 -0.04 0.01
C -1.446157 1.499361 2.393080 -0.72 0.22 0.13
C -1.599687 2.744918 2.997801 0.16 0.09 -0.03
C -2.829299 3.377049 3.052217 0.04 -0.03 0.02
C -3.935651 2.760789 2.495065 -0.18 0.17 0.10
C -3.799149 1.508282 1.919365 -0.01 0.14 0.14
C -2.577594 0.842491 1.872204 -0.15 0.29 0.13
C -2.516679 -0.471125 1.210414 0.03 -0.44 -0.22
C -3.566938 -1.364974 1.437952 -0.14 0.09 0.13
C -3.675266 -2.524242 0.696999 -0.29 -0.10 0.06
C -2.725255 -2.791083 -0.276919 0.00 -0.14 -0.06
C -1.657629 -1.927809 -0.445780 -0.09 -0.14 -0.14
C -1.487467 -0.753529 0.297779 -0.59 -0.03 0.09
H 0.554307 1.392913 2.776549 0.00 -0.10 -0.08
H -0.129544 -0.061298 2.266078 0.03 -0.14 0.21
H -0.721771 3.230883 3.405582 0.06 0.03 0.05
H -2.912755 4.347217 3.526038 0.00 0.04 -0.03
H -4.895394 3.262617 2.495679 -0.04 -0.03 0.00
H -4.661353 1.047813 1.452004 0.04 -0.08 0.01
H -4.289872 -1.149528 2.220145 -0.07 0.00 -0.06
H -4.510483 -3.196856 0.860833 0.03 -0.06 0.05
H -2.805916 -3.689444 -0.882712 -0.01 0.02 -0.02
H -0.914183 -2.178274 -1.191980 0.05 -0.04 -0.02
S 1.619186 -1.567467 -1.618162 0.23 -0.33 -0.38
C 2.569073 0.508386 -0.717963 1.85 0.49 -0.45
N 2.087733 1.522671 0.122349 -0.43 0.29 0.21
C 2.968090 2.472910 0.400747 0.28 0.15 0.01
C 2.755702 3.589010 1.225458 -0.21 -0.10 -0.02
C 3.766464 4.509981 1.418224 0.13 0.24 0.10
C 5.012127 4.361754 0.826879 0.34 0.37 0.18
C 5.266278 3.255288 0.015666 -0.07 0.02 0.03
C 4.263595 2.347962 -0.187506 0.05 -0.29 -0.16
S 4.350683 0.899662 -1.175130 -0.26 0.04 0.25
H 1.788513 3.709363 1.695111 -0.09 0.06 0.02
H 3.578275 5.373685 2.048502 0.01 -0.01 0.01
H 5.792064 5.092990 0.999065 0.00 0.05 0.02
H 6.234249 3.109849 -0.452081 0.00 0.05 0.02
C 5.595358 -0.275648 1.977655 -0.20 0.01 -0.02
C 4.140953 -0.011784 2.363390 0.13 0.04 0.04
C 4.052752 1.023449 3.491578 0.02 -0.01 -0.28
C 3.384723 -1.253340 2.782259 -0.05 0.13 -0.17
C 3.839095 -1.935343 3.896489 0.14 -0.21 0.02
C 3.108248 -2.956610 4.475097 0.11 -0.06 0.16
C 1.859012 -3.238838 3.953213 0.09 -0.11 0.11
C 1.357084 -2.573917 2.849465 -0.07 0.06 -0.12
C -0.037487 -2.916028 2.381027 -0.08 -0.08 -0.01
C -0.135249 -4.330805 1.802107 0.00 0.25 -0.03
C -1.054351 -2.741775 3.513733 0.05 -0.02 -0.21
C 2.141193 -1.596508 2.174125 0.17 -0.06 0.30
N 1.675215 -0.978673 1.045860 -0.53 -0.11 0.52
C 2.483319 -0.883487 -0.069279 0.74 -1.57 -0.05
C 1.713791 0.305666 -1.978052 0.28 -0.55 -1.59
N 0.486631 0.934114 -1.934387 -0.65 0.57 -0.03
C -0.053372 1.496133 -3.047765 -0.19 0.02 -0.18
C 0.652888 2.130472 -4.128516 0.07 0.18 -0.07
C -0.019849 2.396398 -5.315518 -0.14 -0.12 -0.22
C -1.371463 2.179109 -5.489742 -0.03 0.14 -0.25
C -2.098348 1.823283 -4.365544 0.00 -0.07 -0.07
C -1.481771 1.524222 -3.167929 -0.13 0.07 0.05
C -2.359782 1.309304 -1.957837 -0.04 0.05 -0.04
C -3.483997 0.295546 -2.175853 0.27 0.07 0.09
C -2.949065 2.645634 -1.496199 0.13 -0.20 0.05
C 2.027440 2.798487 -4.080349 0.20 -0.04 0.06
C 3.219241 1.935579 -4.532330 -0.10 0.06 0.01
C 2.278395 3.483091 -2.739883 0.00 -0.02 -0.21
H 6.066993 0.657032 1.669476 0.09 0.08 -0.02
H 5.646182 -0.971340 1.141343 0.04 -0.04 -0.05
H 6.156509 -0.696432 2.812727 0.09 -0.04 0.10
H 3.644727 0.426281 1.503856 -0.02 -0.10 0.10
H 4.624496 0.697023 4.360017 0.03 -0.01 0.15
H 3.012074 1.146734 3.790498 -0.07 0.06 0.09
H 4.428205 1.989266 3.156197 0.08 0.12 -0.02
H 4.784609 -1.647252 4.343344 0.06 0.04 -0.01
H 3.493215 -3.491879 5.335770 -0.03 -0.02 0.01
H 1.263552 -4.018002 4.414611 -0.08 -0.03 0.02
H -0.290986 -2.231359 1.570933 0.08 -0.13 0.19
H 0.113983 -5.091447 2.544089 0.04 -0.06 0.09
H 0.541724 -4.433024 0.956296 0.09 -0.06 -0.09
H -1.151805 -4.501233 1.446007 -0.05 -0.09 -0.03
H -0.808721 -3.381998 4.361378 0.00 -0.06 0.10
H -2.053218 -2.997603 3.163987 -0.10 0.03 -0.01
H -1.068369 -1.711488 3.867071 -0.04 0.12 0.07
H 3.452124 -1.401624 0.013219 -0.10 0.30 0.10
H 2.248942 0.372761 -2.928823 -0.03 0.27 0.29
H 0.539426 2.849425 -6.130525 0.05 -0.04 0.01
H -1.846831 2.381768 -6.444002 -0.04 0.00 0.06
H -3.179816 1.784327 -4.429500 -0.06 -0.04 0.07
H -1.726426 0.936766 -1.153807 -0.23 -0.03 -0.18
H -4.263058 0.693574 -2.826938 -0.08 0.05 -0.10
H -3.932877 0.045067 -1.215514 -0.11 -0.08 0.09
H -3.094453 -0.620224 -2.613798 -0.01 -0.10 -0.03
H -3.567626 3.088106 -2.278018 -0.08 0.05 -0.07
H -2.150145 3.343019 -1.255047 0.08 0.16 0.04
H -3.552438 2.492225 -0.602367 -0.10 0.08 0.08
H 1.958943 3.604899 -4.828759 -0.05 -0.20 0.17
H 3.695316 1.430138 -3.697168 0.05 -0.04 0.00
H 3.975798 2.567839 -5.001679 0.10 0.04 -0.02
H 2.895466 1.189925 -5.258848 0.03 -0.04 -0.09
H 2.205953 2.775745 -1.925513 -0.01 0.01 0.14
H 1.522100 4.249547 -2.573687 -0.07 0.08 0.07
H 3.263086 3.950224 -2.708605 0.10 0.03 0.00
```
Forces are in eV/Å.